Entry 1:
The following is a DFT calculation (wB97M-V/def2-TZVPD) of a gas-phase ion, C7H12Cl2NS (charge +1).

Values from the calculation:
Net charge: +1
HOMO level: -0.459 Ha
Electronic energy: -1646.9346 hartree
Molecular weight: 213.15 g mol⁻¹
SMILES: S[C@@H]1C(Cl)(Cl)C12CC[NH2+]CC2

Each line ends with the Mulliken charge.
Cartesian coordinates (Å):
S: -1.38885 2.29888 -1.20815  -0.1822
C: -1.50551 0.53336 -1.09494  -0.4888
C: -2.30875 -0.29809 0.05359  0.2074
Cl: -3.07054 -1.84241 -0.47815  -0.1530
Cl: -3.25841 0.49755 1.25967  -0.1061
C: -0.75226 -0.23577 0.00574  0.6084
C: 0.02351 -1.47542 -0.21595  -0.8802
C: 1.48226 -1.07645 -0.69203  -0.7959
N: 2.15760 -0.27766 0.27627  -0.0815
C: 1.30819 1.07225 0.67744  -0.5839
C: -0.10922 0.60672 1.12038  -0.7840
H: -2.08559 2.58545 -0.07947  0.1589
H: -1.47634 0.20482 -2.23367  0.3168
H: -0.37461 -2.01175 -1.09287  0.4944
H: 0.11636 -2.06443 0.68789  0.3366
H: 2.04899 -2.12260 -0.98372  0.3514
H: 1.36758 -0.64364 -1.69797  0.3707
H: 2.47773 -0.78021 1.11850  0.3858
H: 3.01875 0.02259 -0.14043  0.3436
H: 1.10102 1.73456 -0.17783  0.3285
H: 1.82062 1.64020 1.45675  0.4179
H: 0.03085 0.03980 2.10442  0.3739
H: -0.62338 1.59223 1.33451  0.3610

---

Entry 2:
The following is a DFT calculation (wB97M-V/def2-TZVPD) of a molecular structure, C7H12Cl2O3PTi.

Values from the calculation:
Net charge: +3
HOMO level: -0.831 Ha
Electronic energy: -2609.6425 hartree
Molecular weight: 293.92 g mol⁻¹

Each line ends with the Mulliken charge.
Cartesian coordinates (Å):
C: 0.65528 -3.12594 0.27440  -1.1052
C: 0.56833 -1.83861 0.98908  0.8269
H: -0.34486 -3.59792 0.09172  0.3649
H: 1.28882 -3.82096 0.87781  0.3730
H: 1.17438 -3.11618 -0.69966  0.4145
O: -0.57311 -1.44878 1.52666  -0.3865
Cl: 1.98064 -1.01988 1.66925  0.0971
Ti: -0.33749 0.63103 1.78126  -0.3045
P: -0.04173 0.85184 -0.74034  1.2856
C: -1.56299 1.41066 -1.53477  -1.3582
C: 1.14246 2.17831 -1.11320  -1.1897
H: 1.53207 -0.81783 -1.57847  0.4058
H: 0.57545 -0.01206 -2.88725  0.5144
H: -0.17722 -1.30191 -1.88215  0.3840
C: 0.52968 -0.45307 -1.86955  -1.2278
H: 2.09982 1.98264 -0.60972  0.4011
H: 1.29169 2.21003 -2.20440  0.4378
H: -1.33653 1.59792 -2.60408  0.4189
H: -1.90288 2.33508 -1.03542  0.4689
H: 0.73903 3.13489 -0.75814  0.4209
H: -2.33810 0.62942 -1.43292  0.4361
C: -2.20260 0.86396 1.49281  0.6527
O: -3.35512 0.87810 1.31695  0.0296
Cl: 0.64369 2.61844 2.25206  -0.0698
O: 0.04317 -0.66684 4.82273  0.0311
C: -0.09191 -0.10234 3.85534  0.6783

---

Entry 3:
The following is a DFT calculation (wB97M-V/def2-TZVPD) of a gas-phase ion, C7H12ClN2 (charge +1).

Values from the calculation:
Net charge: +1
HOMO level: -0.550 Ha
Electronic energy: -843.3361 hartree
Molecular weight: 159.64 g mol⁻¹
SMILES: CC[C@H]1[NH+]=C(C)N=C[C@@H]1Cl

Each line ends with the Mulliken charge.
Cartesian coordinates (Å):
C: 2.40456 -1.25473 0.39684  -1.2237
C: 1.18443 -1.31227 -0.56700  -0.3411
C: -0.09072 -0.91109 0.29208  -0.5291
N: -0.12214 0.46518 0.71218  -0.0321
C: -0.73586 1.42796 0.05560  0.6180
C: -0.88894 2.81405 0.55505  -1.1132
N: -1.28018 1.20532 -1.12478  -0.3574
C: -1.57223 0.00526 -1.42933  -0.3748
C: -1.36774 -1.17711 -0.47066  0.0008
Cl: -2.84122 -0.99548 0.67720  -0.1440
H: 2.53864 -0.15881 0.64289  0.2947
H: 3.48211 -1.49049 -0.11928  0.3278
H: 2.26939 -1.88179 1.23111  0.3658
H: 1.03904 -2.40057 -0.91267  0.3005
H: 1.56125 -0.75756 -1.43728  0.3132
H: -0.19940 -1.52806 1.15027  0.5412
H: 0.53813 0.68737 1.44717  0.3896
H: -1.91434 2.93334 0.90558  0.3120
H: -0.57041 3.56234 -0.24793  0.3339
H: -0.28092 3.09571 1.52025  0.3264
H: -1.77075 -0.08964 -2.42036  0.5422
H: -1.38271 -2.23894 -0.85693  0.4492

---

Entry 4:
The following is a DFT calculation (wB97M-V/def2-TZVPD) of C7H12ClNOS in the gas phase.

Values from the calculation:
Net charge: 0
HOMO level: -0.360 Ha
Electronic energy: -1262.1297 hartree
Molecular weight: 193.70 g mol⁻¹
SMILES: O=C1C[C@H](CCCCl)[C@@H](S)N1

Each line ends with the Mulliken charge.
Cartesian coordinates (Å):
O: 3.16485 0.22843 -1.16171  -0.5156
C: 1.98650 -0.35996 -1.38202  0.4600
C: 0.44731 0.28596 -1.35022  -0.7735
C: -0.17251 -0.71791 -0.20479  0.0571
C: 0.19116 0.02604 1.21095  -0.7149
C: -1.01071 1.05786 1.73770  -0.5497
C: -0.83151 2.59769 1.20003  -0.3150
Cl: -2.42642 3.55602 1.53281  -0.2334
C: 0.56214 -2.12541 -0.61473  -0.0284
S: -0.74047 -2.98904 -1.68052  -0.2672
N: 1.63875 -1.82487 -1.67896  -0.5779
H: -0.25402 0.07777 -2.26740  0.2233
H: 0.69004 1.40286 -1.08085  0.2563
H: -1.31764 -0.95889 -0.24935  0.4225
H: 1.24712 0.54214 1.16181  0.2636
H: 0.26542 -0.81872 2.05131  0.3318
H: -2.09392 0.67108 1.45101  0.3283
H: -0.88166 1.09260 2.92267  0.2868
H: -0.64374 2.70487 0.04998  0.1773
H: 0.09363 3.05192 1.76211  0.3266
H: 0.96499 -2.82734 0.24062  0.3224
H: -2.01176 -2.92022 -1.04153  0.1639
H: 1.13244 -1.75288 -2.60890  0.3557

---

Entry 5:
The following is a DFT calculation (wB97M-V/def2-TZVPD) of 2 unconnected molecules or ions with the total composition C7H12F3NO2.

Values from the calculation:
Net charge: 0
HOMO level: -0.320 Ha
Electronic energy: -778.6512 hartree
Molecular weight: 199.17 g mol⁻¹
SMILES: CO[C@@H](C)/C=C(\O)C(F)(F)F.C=N

Each line ends with the Mulliken charge.
Cartesian coordinates (Å):
C: -1.38011 -2.82582 -0.71333  -0.6862
O: -0.06174 -2.33065 -0.51742  -0.4409
C: 0.07466 -1.00557 -0.97899  0.6194
C: -0.08009 -0.92380 -2.55311  -1.5509
C: -0.82206 -0.07305 -0.24405  -0.0578
C: -0.35717 0.85440 0.56564  -0.3160
O: 0.96759 0.98341 0.82521  -0.6527
C: -1.20514 1.88870 1.17822  0.6952
F: -0.97104 1.91591 2.53042  -0.2459
F: -0.81741 3.14383 0.80812  -0.2491
F: -2.51076 1.63144 0.94463  -0.2607
H: -1.97605 -2.45543 0.04068  0.3289
H: -1.22386 -3.90414 -0.58235  0.2503
H: -1.88367 -2.38859 -1.70779  0.2456
H: 1.14872 -0.51992 -0.80632  0.2226
H: 0.61543 -0.21643 -2.87159  0.4299
H: -0.14315 -1.84466 -3.08759  0.4071
H: -1.06158 -0.56633 -2.76451  0.3991
H: -1.91137 -0.28290 -0.48776  0.4270
H: 1.35819 1.81221 1.43961  0.3869
C: 1.89800 3.69489 3.06447  -0.2737
N: 1.62302 2.47188 2.83469  -0.3781
H: 1.87696 4.45381 2.35818  0.2929
H: 1.96199 3.92801 4.11801  0.2194
H: 1.63484 1.87704 3.65448  0.1877

---

Entry 6:
The following is a DFT calculation (wB97M-V/def2-TZVPD) of 2 unconnected molecules or ions with the total composition C7H12F3NO3S.

Values from the calculation:
Net charge: 0
HOMO level: -0.362 Ha
Electronic energy: -1251.9671 hartree
Molecular weight: 247.24 g mol⁻¹

Each line ends with the Mulliken charge.
Cartesian coordinates (Å):
C: 2.79308 -0.67684 -0.39615  -0.5542
C: 2.02569 -0.88935 0.91180  -0.7530
C: 2.70304 0.78958 -0.72952  -0.9939
C: 0.55266 -0.45056 0.74491  -0.7128
C: 1.16359 1.21143 -0.96038  -0.7574
C: 0.43667 1.08392 0.39679  -0.2254
C: -3.92824 -1.44187 0.02080  0.4476
N: -2.49249 -0.24799 0.94882  -0.2716
O: -1.57313 0.00783 -1.28601  -0.5889
O: -3.10292 1.81970 -0.36731  -0.6483
O: -0.86688 1.65419 0.32442  -0.4512
F: -4.46948 -0.78744 -0.95480  -0.1401
F: -3.20205 -2.39226 -0.33118  -0.1491
F: -3.23828 0.41724 1.89020  -0.2141
S: -2.04866 0.84482 -0.25133  1.2663
H: 3.78644 -0.87275 -0.39625  0.4414
H: 2.26127 -1.36006 -1.21719  0.2562
H: 2.17589 -2.00141 0.99319  0.2742
H: 2.41916 -0.29551 1.69049  0.3966
H: 3.22090 1.29704 0.03389  0.3812
H: 3.19067 0.95559 -1.58400  0.4269
H: 0.12572 -1.12762 -0.00871  0.3420
H: -0.14838 -0.52682 1.50424  0.6695
H: 1.00237 2.28872 -1.34634  0.2882
H: 0.57037 0.64227 -1.59802  0.4915
H: 1.02358 1.79122 0.97052  0.4662
H: -4.38058 -1.73306 0.99715  0.3123

---

Entry 7:
The following is a DFT calculation (wB97M-V/def2-TZVPD) of 2 unconnected molecules or ions with the total composition C7H12FN.

Values from the calculation:
Net charge: 0
HOMO level: -0.327 Ha
Electronic energy: -428.3861 hartree
Molecular weight: 129.18 g mol⁻¹
SMILES: CN=C(C)C.CC#CF

Each line ends with the Mulliken charge.
Cartesian coordinates (Å):
C: 1.87446 -0.84713 1.92964  -0.8171
N: 1.33125 0.44614 1.60098  -0.5203
C: 0.20742 0.68200 1.07257  0.9384
C: -0.96843 -0.24834 0.81932  -1.0273
C: -0.08915 2.12244 0.71096  -1.1591
H: 2.15380 -1.49106 1.00895  0.2261
H: 2.84260 -0.60394 2.36476  0.3205
H: 1.05769 -1.48051 2.40683  0.2850
H: -1.22411 -0.34108 -0.18481  0.0148
H: -1.01429 -1.20020 1.27313  0.4270
H: -1.86224 0.26165 1.29671  0.3223
H: -0.39456 2.67116 1.53844  0.3782
H: -0.76650 2.13010 -0.17881  0.2869
H: 0.84411 2.65945 0.37772  0.3072
C: -0.96596 -0.58392 -3.16501  -1.1661
C: 0.23642 -0.02311 -2.58499  0.1432
C: 1.28678 0.24425 -2.01122  0.4478
F: 2.33439 0.69679 -1.46949  -0.2452
H: -1.83031 0.11916 -3.33959  0.2823
H: -1.50342 -1.14448 -2.36342  0.2478
H: -0.78028 -1.21220 -4.03570  0.3075

---

Entry 8:
The following is a DFT calculation (wB97M-V/def2-TZVPD) of C7H12FN2P in the gas phase.

Values from the calculation:
⟨S²⟩: 2.02
Net charge: 0
HOMO level (alpha / beta): -0.291 / -0.347 Ha
Spin multiplicity: 3
Electronic energy: -824.4901 hartree
Molecular weight: 174.16 g mol⁻¹

Each line ends with the Mulliken charge.
Cartesian coordinates (Å):
C: -0.33504 -0.22989 1.24638  -0.5577
C: 0.10690 1.64451 -0.26071  0.4492
C: -0.77212 2.59566 -0.79668  -0.0720
C: 0.62887 -0.36808 -2.47202  -1.2751
C: -1.41089 -1.02864 3.16040  -0.7347
C: 0.64911 -0.70901 -0.98678  -0.5166
C: -0.31861 0.18148 -0.19197  0.5166
N: 1.22820 2.11337 0.15480  -0.7983
N: -1.39169 -0.62200 1.79164  -0.2666
F: -1.96112 2.35998 -1.32449  -0.2214
P: -0.06719 4.64648 -0.44803  0.1228
H: 0.62780 -0.16533 1.78158  0.2249
H: -0.38777 -0.43041 -2.85835  0.3230
H: 1.00005 0.64209 -2.63606  0.3137
H: 1.25425 -1.06358 -3.02959  0.3981
H: -1.68615 -2.08300 3.19332  0.2605
H: -2.19440 -0.46392 3.66806  0.2551
H: -0.45231 -0.88271 3.67898  0.3230
H: 1.66329 -0.59614 -0.59526  0.2801
H: 0.35006 -1.75008 -0.84327  0.4259
H: -1.33060 0.06739 -0.59125  0.2672
H: 1.86255 1.43306 0.55905  0.2523
H: -1.21409 5.15420 -1.09046  0.0298

---

Entry 9:
The following is a DFT calculation (wB97M-V/def2-TZVPD) of C7H12FNO2S in the gas phase.

Values from the calculation:
Net charge: 0
HOMO level: -0.321 Ha
Electronic energy: -977.0903 hartree
Molecular weight: 193.24 g mol⁻¹
SMILES: C=CC[N@@H+](C)[C@](F)(CS)C(=O)[O-]

Each line ends with the Mulliken charge.
Cartesian coordinates (Å):
C: -1.15420 -1.98726 2.33459  -0.8191
C: -0.41868 -1.25327 1.51080  -0.0270
C: -0.81832 -0.67583 0.25599  -0.4638
N: 0.41281 -0.35120 -0.57792  -0.0571
C: 0.61946 -1.43546 -1.63362  -1.0278
C: 0.45498 1.05558 -1.10302  0.2325
F: 1.55363 1.18608 -1.83650  -0.3429
C: 0.60874 2.00186 0.42661  -0.7401
S: 1.94470 1.23537 1.34159  -0.2745
C: -0.94874 1.72310 -1.78831  0.5271
O: -0.64885 2.70233 -2.43784  -0.6297
O: -1.97068 1.11997 -1.45848  -0.6667
H: -0.72723 -2.25670 3.36857  0.2431
H: -2.27302 -2.17180 2.16305  0.2661
H: 0.61963 -1.04928 1.87470  0.1075
H: -1.37185 0.30732 0.24576  0.3899
H: -1.41582 -1.37301 -0.29620  0.5429
H: 1.34308 -0.47292 -0.01246  0.3822
H: 0.42592 -2.44516 -1.24335  0.3852
H: -0.04531 -1.37720 -2.48982  0.3720
H: 1.65459 -1.38372 -2.00819  0.3631
H: 0.73131 2.94085 0.07136  0.6887
H: -0.44696 1.98927 0.84931  0.3599
H: 1.87080 1.97109 2.44336  0.1886

---

Entry 10:
The following is a DFT calculation (wB97M-V/def2-TZVPD) of C7H12IO3P in the gas phase.

Values from the calculation:
⟨S²⟩: 2.01
Net charge: 0
HOMO level (alpha / beta): -0.212 / -0.356 Ha
Spin multiplicity: 3
Electronic energy: -1138.5603 hartree
Molecular weight: 302.05 g mol⁻¹

Each line ends with the Mulliken charge.
Cartesian coordinates (Å):
C: -0.71152 1.05912 -0.94712  -0.8440
C: -0.11612 1.12371 0.27220  0.2685
C: -2.03945 1.67413 -1.05099  -0.4343
C: -1.10467 1.69141 1.25444  -0.6666
C: -2.40621 2.08908 0.35624  0.2351
C: 1.29203 -3.28104 0.81784  -0.9843
C: 1.99822 -2.37925 -0.09363  -0.3957
O: 1.59002 -0.05965 2.20413  -0.6925
O: -3.62149 1.51110 0.70819  -0.5363
O: 1.26697 -1.16398 -0.18533  -0.2488
P: 1.39709 0.11452 0.78014  0.6711
I: 3.19417 1.44607 -0.24966  -0.1207
H: -0.33847 0.38446 -1.70114  0.4905
H: -2.15064 2.45500 -1.79836  0.2829
H: -2.88198 0.92940 -1.27777  0.2434
H: -1.30056 0.69545 1.77015  0.2758
H: -0.86155 2.54069 1.90865  0.3496
H: -2.54127 3.26642 0.35895  0.1963
H: 1.09726 -2.68126 1.76325  0.2300
H: 0.28305 -3.71062 0.52116  0.2655
H: 1.80296 -4.23036 1.06286  0.3516
H: 2.22162 -2.69398 -1.03689  0.4477
H: 2.85912 -2.19961 0.43651  0.3134
H: -3.80403 1.44415 1.64856  0.3017